{"formula": "C20H30Cl5N2O3PPbSb2", "method": "ωB97M-V/def2-TZVPD", "symbols": ["Pb", "Sb", "Sb", "Cl", "Cl", "Cl", "Cl", "Cl", "P", "O", "O", "O", "N", "N", "C", "C", "C", "C", "C", "C", "C", "C", "C", "C", "C", "C", "C", "C", "C", "C", "C", "C", "C", "C", "H", "H", "H", "H", "H", "H", "H", "H", "H", "H", "H", "H", "H", "H", "H", "H", "H", "H", "H", "H", "H", "H", "H", "H", "H", "H", "H", "H", "H", "H"], "positions_angstrom": [[7.6792, 13.3265, 10.0231], [7.4590, 9.9535, 10.1595], [8.3889, 12.7365, 13.1621], [10.5573, 11.2777, 5.1780], [8.6182, 12.5284, 7.2980], [12.8985, 13.5755, 10.4849], [14.7353, 13.3792, 7.8480], [13.6117, 12.1310, 5.2484], [8.3827, 16.4200, 11.5348], [10.0176, 13.8266, 9.5795], [9.4163, 15.8179, 12.4564], [7.2243, 15.5012, 11.0126], [5.9247, 17.3384, 12.3985], [10.6047, 16.3155, 10.0155], [5.9235, 9.7420, 8.6368], [9.2882, 17.0911, 10.0947], [6.5962, 8.9730, 11.9850], [7.6765, 8.6770, 12.9628], [7.5494, 14.0982, 14.5762], [11.1954, 12.1352, 6.5097], [10.3997, 12.4685, 13.8072], [7.3917, 17.8287, 12.2244], [9.8289, 8.1012, 14.6194], [12.5729, 12.4023, 6.5981], [10.8242, 13.2098, 8.7040], [8.0893, 9.6240, 13.9291], [8.9214, 8.5255, 9.3103], [9.1940, 9.3038, 14.7224], [10.3459, 12.5505, 7.5460], [9.4243, 7.1617, 13.6784], [12.2415, 13.2344, 8.9157], [13.0755, 12.9452, 7.8291], [7.3793, 10.9103, 14.1521], [8.3825, 7.4777, 12.8108], [10.3879, 15.2616, 9.7551], [8.0086, 15.0879, 14.4295], [6.0889, 8.0475, 11.6532], [9.4374, 8.0393, 10.1234], [9.9075, 6.1914, 13.6200], [9.4645, 18.1689, 10.1625], [10.4686, 12.8121, 14.8543], [5.8559, 16.8706, 13.3119], [7.7861, 18.2148, 13.1663], [5.8230, 9.6757, 12.3750], [7.3794, 18.6900, 11.4942], [6.4628, 14.1718, 14.3963], [8.7502, 16.9198, 9.1424], [11.0698, 13.0394, 13.1580], [8.2694, 7.8558, 8.7534], [11.0086, 16.2856, 10.9584], [10.6740, 7.8965, 15.2886], [5.0651, 10.3398, 8.9054], [5.3155, 18.1496, 12.3091], [7.7202, 13.7412, 15.6056], [9.5144, 10.0090, 15.4872], [5.7508, 16.6463, 11.6704], [6.3419, 10.9529, 13.7581], [6.3225, 10.0802, 7.6608], [9.6645, 9.0769, 8.6661], [11.2037, 16.7261, 9.2960], [5.6277, 8.6901, 8.5384], [10.6550, 11.4141, 13.7766], [7.3346, 11.2083, 15.2067], [8.0801, 6.8308, 11.9906]], "forces_ev_per_angstrom": [[0.6, -0.7, 0.4], [0.2, -0.2, -0.1], [-0.6, -1.2, 0.3], [0.0, 0.1, -0.1], [0.2, -0.2, -0.2], [-0.3, 0.3, -0.4], [0.0, -0.2, 0.4], [-0.3, 0.0, 0.5], [-0.4, -2.1, 0.4], [-0.7, -0.4, 0.1], [-1.2, 1.0, -1.0], [1.2, 1.5, 0.5], [1.8, 0.9, 0.5], [-1.2, 0.4, -0.2], [0.6, -0.4, -0.2], [0.6, -0.4, -0.9], [-0.8, 0.2, -0.7], [0.6, 0.5, -0.1], [-0.1, 0.5, 0.1], [0.6, -0.1, 0.5], [0.0, 0.4, 0.4], [-0.5, 0.6, -0.8], [0.9, -0.8, 0.3], [-0.4, 0.4, 1.0], [0.5, -0.4, -0.1], [-0.2, -0.5, -0.2], [-0.3, 1.3, -0.1], [-0.6, 0.8, 0.3], [0.5, 0.9, 0.4], [-0.2, -0.1, -0.4], [-0.7, -0.4, -0.9], [-0.2, -0.1, -1.1], [-0.2, 1.3, -0.7], [0.1, 0.3, 0.4], [0.1, 0.1, 0.2], [-0.1, -0.4, 0.2], [0.2, 0.5, 0.1], [0.1, -0.2, 0.1], [0.0, 0.2, -0.1], [0.2, -0.2, 0.1], [0.1, -0.1, -0.5], [-0.4, 0.3, -0.3], [-0.2, -0.2, 0.0], [0.6, -0.6, -0.4], [-0.1, -1.0, 0.7], [0.4, -0.1, 0.1], [0.1, 0.0, 0.6], [-0.1, -0.1, 0.2], [0.4, -0.2, -0.1], [0.3, 0.1, -0.2], [-0.4, -0.1, -0.3], [-0.3, 0.1, 0.0], [-0.4, -0.2, 0.3], [0.0, 0.2, -0.5], [0.0, -0.1, -0.1], [0.0, -0.4, -0.4], [0.7, -0.1, 0.3], [-0.1, -0.1, 0.6], [-1.0, -0.6, 0.6], [0.2, -0.1, 0.4], [0.0, 0.3, 0.1], [0.0, -0.1, -0.1], [0.2, -0.1, -0.2], [0.1, -0.2, 0.3]], "nbo_charge": [1.17, 0.92, 1.01, 0.10, 0.04, 0.05, 0.10, 0.11, 2.12, -0.89, -1.09, -1.24, -0.68, -0.72, -0.97, -0.62, -0.68, -0.06, -1.00, -0.06, -0.97, -0.61, -0.20, -0.10, 0.30, -0.09, -0.91, -0.20, -0.14, -0.19, -0.14, -0.05, -0.66, -0.20, 0.48, 0.24, 0.25, 0.24, 0.23, 0.26, 0.25, 0.45, 0.28, 0.23, 0.26, 0.22, 0.26, 0.25, 0.24, 0.46, 0.23, 0.23, 0.45, 0.25, 0.21, 0.48, 0.22, 0.24, 0.24, 0.44, 0.25, 0.25, 0.24, 0.22], "charge": 2, "multiplicity": 1, "de_lowest_kcal_mol": 0.0, "fmax_ev_per_a": 2.17, "orbital_gap_ev": 6.88, "homo_energy_ev": -12.54}



{"formula": "C54H105N3O24", "method": "ωB97M-V/def2-TZVPD", "symbols": ["O", "O", "O", "O", "O", "O", "O", "O", "O", "O", "O", "O", "O", "O", "O", "O", "O", "O", "O", "O", "O", "O", "O", "O", "N", "N", "N", "C", "C", "C", "C", "C", "C", "C", "C", "C", "C", "C", "C", "C", "C", "C", "C", "C", "C", "C", "C", "C", "C", "C", "C", "C", "C", "C", "C", "C", "C", "C", "C", "C", "C", "C", "C", "C", "C", "C", "C", "C", "C", "C", "C", "C", "C", "C", "C", "C", "C", "C", "C", "C", "C", "H", "H", "H", "H", "H", "H", "H", "H", "H", "H", "H", "H", "H", "H", "H", "H", "H", "H", "H", "H", "H", "H", "H", "H", "H", "H", "H", "H", "H", "H", "H", "H", "H", "H", "H", "H", "H", "H", "H", "H", "H", "H", "H", "H", "H", "H", "H", "H", "H", "H", "H", "H", "H", "H", "H", "H", "H", "H", "H", "H", "H", "H", "H", "H", "H", "H", "H", "H", "H", "H", "H", "H", "H", "H", "H", "H", "H", "H", "H", "H", "H", "H", "H", "H", "H", "H", "H", "H", "H", "H", "H", "H", "H", "H", "H", "H", "H", "H", "H", "H", "H", "H", "H", "H", "H"], "positions_angstrom": [[-4.3724, 4.3623, -0.7181], [-1.0854, -0.2016, -0.8848], [-9.4508, -0.2512, -2.9106], [-4.3725, -6.2213, 2.8627], [1.5867, 1.0864, 0.2205], [7.1966, 1.5422, 6.1860], [5.6577, -0.2251, 3.3156], [2.2529, 7.2859, -3.5604], [-1.8495, -3.3481, 2.6164], [-0.6185, -3.7199, -4.3932], [-7.0764, 1.1919, -2.4240], [-6.3389, -3.2591, -2.9295], [4.3200, 7.1604, -4.3720], [-1.0580, 1.5378, 3.4170], [8.6072, 3.0071, 5.4003], [7.3585, 0.4841, -0.9571], [3.2527, -3.2223, -0.0368], [3.5905, -3.4782, -3.0298], [3.7536, -0.9341, 3.8650], [-8.8831, -4.7062, -3.2736], [-0.6819, 3.8970, 5.1798], [-1.5048, 4.5219, -0.2857], [8.5153, 1.5810, 1.3795], [-0.3763, -0.7447, -5.0553], [7.4538, 2.5091, 5.4909], [3.3250, 6.6690, -3.7882], [4.9406, -1.0543, 3.8808], [-10.7319, -0.5429, -2.3863], [-1.2430, -1.5918, -5.8334], [-5.6354, -6.3943, 2.2482], [4.5076, 4.4434, -3.3942], [7.4504, -3.2148, 5.6059], [-2.4051, -4.5830, 3.0594], [4.4464, 3.1061, -2.8354], [5.5243, -2.0364, 4.7962], [5.0654, 2.5650, 4.6970], [-0.8207, -3.0873, -5.7219], [4.0580, 3.1462, 3.9042], [-0.1378, 2.6186, 5.4369], [6.3844, 3.1110, 4.6778], [-0.6009, 0.6737, -5.2410], [4.3688, 4.2461, 3.0921], [-2.4722, 5.3534, 0.3472], [2.2636, -2.9434, -3.0128], [6.6736, 4.1662, 3.8574], [3.2914, 2.6067, -2.2881], [-3.6963, 5.6098, -0.4237], [-1.8028, 3.1537, -0.0435], [9.3085, 2.6819, 1.7719], [-7.5488, -3.0232, -2.2170], [4.3511, -3.9240, -0.7604], [1.2728, -0.2440, -0.3451], [-1.0409, 4.5697, 6.3482], [-7.8639, 1.3394, -3.5738], [3.7231, -2.1560, 0.7723], [7.1856, 1.9341, 1.0587], [3.3859, 5.2595, -3.2854], [-2.2077, -0.0998, -1.8158], [4.7403, -2.8419, 5.5903], [-3.8496, -4.9037, 2.6368], [-9.4814, -5.9917, -3.2078], [2.1942, 3.4619, -2.1315], [5.2433, -3.7352, 6.4792], [-0.7180, 0.5365, 2.3924], [-9.3112, 1.1240, -3.1619], [2.6717, 1.1337, 1.1699], [-5.7154, 1.4375, -2.6649], [0.2277, -0.2951, -1.4662], [6.7940, -0.5491, -1.7593], [0.1566, 1.8512, 4.1120], [6.6650, -3.9589, 6.4542], [-5.7231, 4.6569, -1.2316], [-1.6409, -3.2469, 1.1947], [2.3054, 4.7588, -2.6643], [-1.7356, -3.5126, -3.5257], [5.6574, 4.8276, 3.1637], [6.5616, 0.8308, 0.1191], [3.8124, -4.5208, -2.0416], [-5.5880, -2.1074, -3.1189], [6.9236, -2.2801, 4.7636], [-8.2461, -4.3614, -2.0185], [4.6163, -4.3539, 7.1040], [-1.6825, 5.4212, 6.1214], [-1.2334, -1.3889, -6.9043], [1.4400, -3.6458, -2.8844], [7.6622, 4.5929, 3.7741], [4.5346, -2.4863, 1.4207], [-5.5669, 5.3093, -2.0907], [-0.7605, 1.9131, 5.9872], [2.2192, -0.6446, -0.7083], [9.3334, 2.7065, 2.8613], [0.1232, -3.1204, -6.2661], [5.2835, 2.4251, -2.8788], [5.3878, 4.9161, -3.8043], [-2.3414, 2.7492, -0.9004], [-8.1875, -2.3822, -2.8247], [4.2037, -1.3937, 0.1591], [5.8956, 5.7098, 2.5880], [8.5235, -3.3361, 5.6143], [-4.3687, 6.2958, 0.0913], [2.8185, 2.1774, 1.4479], [2.1221, -2.1583, -2.2701], [-10.7749, -1.5979, -2.1155], [-5.2652, 0.6664, -3.2902], [5.6515, 1.1577, -0.3840], [-0.8215, 2.6792, -0.0521], [-1.7888, -5.4173, 2.7244], [-0.1128, 4.9761, 6.7499], [7.1470, -4.7491, 7.0107], [10.3223, 2.4254, 1.4643], [4.7715, 1.7370, 5.3250], [-4.5334, -4.2530, 3.1818], [7.0332, -0.5624, -2.8226], [-2.2587, -2.5878, -3.7693], [9.0362, 3.6680, 1.3955], [-2.3386, -1.0724, -2.2901], [-9.4011, 1.6856, -2.2321], [-7.2986, -2.5437, -1.2707], [0.4412, 0.3644, -2.3074], [-6.0728, -7.2645, 2.7375], [-10.7242, 0.0037, -1.4433], [3.3306, 1.6933, -1.7132], [2.1543, -2.4291, -3.9677], [0.7421, 0.9861, 4.4236], [0.8466, 2.2948, 3.3942], [3.6696, -2.7195, 5.6609], [-1.5981, 4.0253, 7.1106], [1.3962, 5.3265, -2.5323], [-6.1733, -1.2025, -3.2822], [4.5873, -5.1842, -2.4257], [-2.2595, 2.8938, 0.9115], [-2.4112, -4.4332, 4.1390], [-9.9936, 1.3933, -3.9682], [-9.4908, -6.4845, -4.1800], [4.7452, -4.7483, -0.1659], [6.6531, 1.9371, 2.0097], [-6.2344, 3.7486, -1.5504], [-2.3832, -4.3666, -3.7240], [-6.3198, 5.0648, -0.4157], [-2.5779, -3.1112, 0.6546], [-0.2697, 0.9320, -6.2468], [-5.2586, 1.6124, -1.6908], [-1.9958, 6.3284, 0.4502], [-3.4011, 6.0662, -1.3685], [0.8188, 2.7996, 5.9270], [2.9154, -5.1091, -1.8482], [-1.6613, 0.8403, -5.0515], [6.3206, -0.0438, 0.7232], [-1.4347, -3.7820, -6.2950], [-2.2392, -1.4191, -5.4262], [-6.3768, -5.6256, 2.4660], [7.0391, -1.5186, -1.3257], [-2.5414, 5.0381, 1.3883], [1.3357, 3.1140, -1.5762], [3.0580, 2.7611, 4.0387], [-10.4288, -5.9130, -2.6745], [5.1988, -3.2537, -0.9023], [-11.5418, -0.1302, -2.9878], [-7.5839, -5.1648, -1.6958], [-7.7270, 2.2225, -4.1979], [0.0006, -0.1771, 2.7955], [-4.9032, -2.2473, -3.9553], [-1.1134, -4.0753, 0.7219], [0.8627, -0.8089, 0.4921], [-5.5792, 2.3756, -3.2030], [-3.1610, 0.1411, -1.3453], [5.7095, -0.6464, -1.7095], [-1.4617, -3.5938, -2.4738], [-4.9930, -1.8687, -2.2374], [2.9381, -1.7319, 1.3984], [-0.2237, 1.0804, 1.5875], [-2.0290, 0.6702, -2.5663], [-0.9897, -2.3937, 1.0044], [0.2271, -1.2845, -1.9237], [-7.4870, 0.5902, -4.2699], [3.5969, 0.7558, 0.7350], [-5.7271, -6.5155, 1.1688], [7.5708, -1.7585, 4.0741], [-8.9283, -4.2004, -1.1837], [3.5356, 4.7253, 2.5994], [2.4109, 0.6241, 2.0975], [0.0120, 1.1607, -4.4826], [-1.6146, 0.0456, 2.0139], [7.1470, 2.9219, 0.5993], [-3.9635, -4.6541, 1.5819], [-8.9205, -6.7240, -2.6271]], "forces_ev_per_angstrom": [[-1.4, 0.7, -0.1], [-0.9, 1.2, -0.3], [-0.3, -0.6, -0.5], [0.8, 0.3, -0.7], [-0.3, -0.3, -0.9], [-0.1, 0.6, -0.4], [0.5, -1.3, 0.1], [2.7, -1.3, -0.7], [-0.4, -0.4, -1.3], [0.1, 2.0, -1.1], [0.0, 0.8, 0.3], [-0.3, -0.4, -0.2], [-2.2, -1.3, 1.3], [1.1, -1.4, 0.1], [-2.4, -0.8, 0.1], [1.2, -0.3, -1.7], [1.1, -0.6, -0.6], [-0.7, -1.2, 0.9], [-2.1, -0.7, 0.0], [0.5, -0.5, 1.1], [-1.1, -1.0, -0.4], [-1.1, 0.2, 0.7], [-0.2, 0.4, -0.9], [0.2, -0.4, -0.6], [2.2, 0.2, 0.0], [-0.3, 1.7, -0.2], [1.3, 2.0, 0.6], [1.0, 0.8, 1.2], [0.1, -0.5, 1.5], [-0.9, -0.5, 1.0], [0.0, -0.9, 0.7], [0.7, -0.2, 0.4], [-0.3, -0.4, 0.4], [0.6, 1.8, -1.6], [2.4, -1.1, -0.8], [0.4, 0.8, -0.3], [0.8, -0.2, 0.9], [1.6, 0.0, 0.6], [0.8, 0.0, -2.2], [-1.6, -1.2, 0.0], [0.1, -1.8, 0.2], [0.3, 0.4, 1.3], [2.0, 0.7, 0.8], [0.4, 0.9, -0.4], [0.0, 1.5, -0.3], [-0.5, 1.0, 1.3], [-1.1, -1.4, -0.9], [1.5, -0.6, -1.0], [0.8, -0.9, 0.8], [0.6, -0.9, -0.6], [-1.4, 0.4, 1.0], [0.2, 1.2, 0.7], [0.3, 1.1, 0.2], [-0.1, -1.1, -0.7], [0.8, -0.5, -0.2], [-0.1, -1.3, -0.6], [1.4, -0.2, -0.6], [1.3, -0.5, 0.2], [-2.0, 1.0, 0.5], [-1.1, 0.9, -0.4], [0.3, -0.1, 0.5], [1.4, 0.2, -0.8], [3.2, -1.4, 0.0], [-0.1, 1.5, 0.4], [1.4, -0.7, -0.5], [-0.9, 0.0, -0.6], [-0.1, 0.7, 0.1], [-0.7, -0.4, 0.5], [-0.4, -0.8, 1.0], [-0.7, 0.6, 0.3], [-1.8, 0.0, 0.1], [1.6, -0.5, 0.6], [0.0, 0.3, 0.3], [-3.6, -1.2, 1.6], [-0.1, -1.1, -1.0], [-0.9, -1.5, -0.6], [-0.3, 0.7, 0.7], [0.4, 1.6, -0.4], [0.5, 0.6, 0.1], [-1.7, 1.2, -0.7], [-0.2, 0.7, -0.8], [-0.1, 0.2, 0.0], [0.1, 0.0, -0.4], [0.1, 0.3, -0.1], [0.3, -0.4, -0.1], [0.1, -0.2, 0.3], [0.0, -0.3, 0.4], [-0.6, 0.3, 0.1], [-0.4, 0.4, 0.4], [-0.1, -0.3, 0.0], [-0.1, 0.4, 0.2], [0.4, -0.2, 0.6], [0.4, 0.3, -0.1], [0.3, -0.5, -0.1], [-0.4, -0.1, 0.3], [-0.2, 0.2, 0.2], [-0.2, 0.4, -0.2], [0.0, 0.0, 0.0], [0.1, -0.2, -0.1], [0.0, 0.1, 0.2], [-0.1, 0.1, -0.3], [0.3, -0.2, 0.4], [-0.3, 0.0, -0.6], [0.3, -0.3, 0.3], [-0.7, 0.6, 0.8], [0.0, -0.3, 0.1], [0.3, -0.1, 0.3], [0.0, 0.1, 0.7], [-0.2, 0.0, 0.4], [0.1, 0.3, -0.1], [0.4, 0.0, 0.2], [0.0, 0.5, 0.0], [0.6, 0.6, 0.3], [0.0, 0.0, 0.4], [-0.3, -0.1, -0.3], [0.0, 0.0, -0.3], [-0.7, 0.3, 0.0], [-0.2, 0.1, 0.3], [-0.2, 0.7, 0.2], [0.2, -0.3, -0.3], [-0.7, 0.0, 0.4], [-0.2, -0.4, -0.4], [-0.2, -0.2, -0.1], [-0.4, -0.8, 0.2], [0.0, 1.0, 0.0], [-0.1, 0.3, -0.5], [0.2, -0.6, -0.1], [0.2, 0.5, -0.1], [-0.5, -0.1, -0.3], [0.0, 0.0, -0.2], [-0.3, 0.5, 0.0], [0.3, -0.6, 0.1], [-0.2, 0.5, 0.1], [-0.6, 0.6, -0.2], [-0.2, -0.1, 0.5], [-0.7, 0.2, -0.2], [0.4, -0.1, 0.0], [-0.6, 0.1, 0.2], [0.0, 0.5, -0.2], [-0.1, 0.1, 0.0], [-0.3, 0.4, 0.0], [0.3, -0.5, -0.1], [0.2, 0.3, -0.1], [0.0, 0.2, -0.2], [0.2, -0.4, 0.4], [-0.2, 0.1, 0.0], [-0.1, 0.5, -0.2], [0.0, -0.2, 0.3], [-0.7, 0.4, -0.1], [-0.4, -0.1, -0.3], [0.3, 0.7, 0.4], [0.7, -0.3, -0.1], [-0.8, -0.3, 0.0], [-0.2, 0.3, -0.1], [-0.1, 0.0, -0.4], [-0.5, -0.2, -0.5], [-0.2, 0.3, -0.4], [-0.1, -0.5, -0.3], [0.4, 0.0, -0.2], [0.1, 1.0, 0.8], [-0.2, -0.3, 0.1], [-0.1, -0.1, -0.1], [0.0, -0.6, 0.5], [0.2, -0.5, 0.0], [0.0, 0.2, -0.2], [0.4, 0.1, 0.7], [-0.5, 0.9, 0.0], [0.4, 0.4, -0.1], [0.3, -0.1, 0.4], [-0.1, -0.2, -0.3], [-0.1, -0.2, -0.2], [0.2, 0.0, -0.1], [-0.3, 0.2, 0.2], [0.6, -0.3, 0.0], [-0.6, -0.7, -0.3], [0.1, -0.2, 0.1], [1.0, -0.1, -0.3], [-0.1, 0.3, 0.0], [-0.8, -0.2, -0.1], [0.2, 0.2, -0.4], [0.1, -0.4, 0.0], [-0.1, 0.1, -0.2], [0.0, 0.1, 0.3], [0.0, 0.1, -0.2], [0.0, 0.0, -0.3], [0.6, 0.2, 0.4]], "mulliken_charge": [-0.25, 0.27, -0.13, -0.38, 0.21, -0.61, -0.24, -0.55, -0.23, -0.36, -0.43, -0.44, -0.59, -0.46, -0.61, -0.51, -0.31, -0.50, -0.57, -0.32, -0.22, -0.30, -0.40, -0.05, 1.05, 0.96, 0.88, -0.83, -0.29, -0.79, -0.76, -0.52, -0.49, -0.38, 0.02, -0.30, -0.80, -0.13, -0.80, -0.51, -0.66, -0.47, -0.78, 0.10, 0.00, -0.30, -0.37, -0.05, -0.66, -0.30, -0.20, 0.62, -0.85, -0.49, -0.09, 0.19, -0.02, -0.16, -0.20, -0.27, -0.80, -0.24, -0.66, -0.05, -0.75, 0.18, -0.83, -0.54, -0.78, -0.21, -0.40, -0.55, -0.46, -0.57, -0.01, -0.87, 0.74, -0.65, 0.07, -0.28, -0.63, 0.40, 0.24, 0.39, 0.29, 0.53, 0.43, 0.36, 0.38, -0.43, 0.16, 0.38, 0.47, 0.47, 0.16, 0.19, -0.13, 0.41, 0.38, 0.40, 0.24, -0.25, 0.20, 0.39, -0.31, -0.37, 0.34, 0.33, 0.38, 0.28, 0.50, 0.29, 0.43, -0.31, 0.33, -0.29, 0.34, 0.42, -0.12, 0.31, 0.36, 0.12, 0.26, 0.40, 0.26, 0.42, 0.32, 0.55, -0.15, 0.43, 0.39, 0.23, 0.44, 0.27, 0.35, -0.46, -0.01, 0.39, 0.31, 0.20, 0.33, 0.18, 0.37, 0.29, 0.35, 0.29, 0.32, -0.11, 0.37, 0.18, 0.31, 0.38, 0.40, 0.70, 0.41, 0.31, 0.06, 0.31, 0.37, 0.43, 0.35, 0.07, 0.46, -0.18, 0.43, 0.20, 0.09, 0.12, 0.22, 0.12, -0.35, 0.25, -0.15, 0.19, 0.33, -0.49, 0.31, 0.39, 0.39, 0.56, 0.00, 0.07, 0.36, 0.67, 0.28, 0.31], "multiplicity": 1, "de_lowest_kcal_mol": 3.6, "fmax_ev_per_a": 4.11, "orbital_gap_ev": 8.48, "smiles": "O=[N+]([O-])c1ccccc1.O=[N+]([O-])c1ccccc1.O=[N+]([O-])c1ccccc1.COCCOC.COCCOC.COCCOC.COCCOC.COCCOC.COCCOC.COCCOC.COCCOC.COCCOC", "homo_energy_ev": -9.39}